Molecular formula: C26H34ClF5N3O5Sm
Method: DFT, the ωB97M-V functional and the def2-TZVPD basis

```
! RIJCOSX wB97M-V def2-TZVPD def2/J DEFGRID3
* xyz 0 6
O -2.4136 -0.4258 0.6220
C -3.0723 -0.1961 -0.4906
C -3.7176 -1.4875 -1.0042
C -2.9773 -2.6707 -1.0404
H -1.9178 -2.6382 -0.7657
C -3.6037 -3.8672 -1.3806
H -3.0202 -4.7913 -1.3448
C -4.9500 -3.8752 -1.7483
H -5.4406 -4.8111 -2.0227
C -5.6789 -2.6799 -1.7591
H -6.7297 -2.6659 -2.0616
C -5.0623 -1.4829 -1.3710
H -5.6149 -0.5334 -1.3537
H -3.8973 0.5166 -0.2883
C -2.2889 2.1737 -1.5286
C -2.1444 0.6595 -1.6569
H -2.9595 2.5437 -2.3210
H -1.3439 2.7190 -1.6786
H -2.7012 2.4743 -0.5527
C -2.1799 0.1088 -2.9010
C -2.0505 0.8056 -4.2230
H -2.3527 -0.9654 -3.0091
H -2.9685 0.6396 -4.8162
H -1.2272 0.3716 -4.8107
H -1.8697 1.8905 -4.1452
Sm 0.2043 0.3087 -0.5240
Cl 0.9799 1.0501 -2.8772
C 3.3449 0.2525 -0.9355
O 2.5110 0.6751 -0.0889
N 4.6653 0.3616 -0.8294
C 5.3005 1.1349 0.2311
C 5.5402 -0.1410 -1.8831
H 2.9847 -0.2346 -1.8579
H 4.5661 1.4134 0.9880
H 5.7744 2.0344 -0.1926
H 6.1059 0.5345 0.6790
H 4.9296 -0.6949 -2.5997
H 6.3068 -0.8018 -1.4605
H 6.0471 0.6860 -2.3969
H -2.5669 -3.6073 3.5309
H -0.1203 -4.0197 3.5181
C -2.4246 -3.1132 2.5588
C 0.0348 -3.3684 2.6491
N -1.1135 -2.4917 2.5015
H -3.1803 -2.3358 2.4151
C -0.9890 -1.1585 2.3905
O 0.0240 -0.5700 1.9623
H 0.9465 -2.7804 2.7840
H -1.8812 -0.6174 2.7476
H -2.5176 -3.8729 1.7693
H 0.1359 -4.0132 1.7658
H 0.5236 5.1800 2.5228
H -1.2522 4.2369 4.3670
C -0.2734 4.8895 1.8221
C -1.8470 3.9312 3.4961
N -0.9949 3.7246 2.3287
H 0.1565 4.6684 0.8413
C -0.8304 2.5141 1.7972
O -0.1388 2.2822 0.7642
H -2.3659 2.9965 3.7189
H -1.3650 1.7039 2.3149
H -0.9751 5.7307 1.7558
H -2.5776 4.7234 3.2893
F 4.8998 -5.4887 -0.8860
C 3.8477 -4.6666 -0.7430
C 2.7125 -4.8345 -1.5421
F 2.6675 -5.8511 -2.4302
C 1.6480 -3.9619 -1.4437
F 0.5443 -4.1472 -2.2025
C 1.6951 -2.8313 -0.5836
O 0.7894 -1.9069 -0.6375
C 2.8034 -2.7795 0.3131
F 2.8427 -1.8332 1.2831
C 3.8816 -3.6363 0.1987
F 4.9760 -3.4627 0.9693
*
```

Results
E_LUMO (alpha / beta)   0.125 / 0.208 eV
E_HOMO (alpha / beta)   -7.55 / -7.56 eV
Total energy   -3169.16564 Eh

Atomic partial charges in e from the Löwdin method, atoms 1 to 4:
1. O -0.255
2. C -0.442
3. C -0.196
4. C -0.047

---

Molecular formula: C13H23BClN2O4S2
Method: DFT, the ωB97M-V functional and the def2-TZVPD basis

```
! RIJCOSX wB97M-V def2-TZVPD def2/J DEFGRID3
* xyz 1 1
C 0.5732 3.2615 1.1843
B -0.9619 3.2279 1.5384
O -1.3837 3.8189 2.7274
C -2.1301 2.5819 0.6521
C -3.2236 3.3942 0.3909
C -4.3028 2.9142 -0.3395
C -4.2596 1.6403 -0.7832
N -3.1931 0.8505 -0.5565
S -3.2347 -0.7647 -1.2269
C -2.1369 1.2868 0.1562
C -1.0087 0.3196 0.4012
C -1.3680 -0.7919 1.4494
C -1.2422 -2.2511 0.9446
C 0.0203 -2.5162 0.1094
S -0.3024 -3.6220 -1.2927
O -0.1676 -2.9087 -2.5220
O -1.5542 -4.2898 -1.1533
Cl 1.1504 -5.0673 -1.2342
H 1.1217 3.2027 2.1322
H 0.9151 2.5167 0.4642
H 0.7922 4.2680 0.7884
H -1.2542 4.7730 2.6078
H -3.2069 4.4061 0.7836
H -5.1325 3.5869 -0.5237
H -5.1093 1.2507 -1.3323
H -4.2021 -0.6071 -2.1611
H -0.1163 0.8249 0.7692
H -0.7147 -0.0929 -0.5755
H -0.8386 -0.6649 2.3973
H -2.4287 -0.6510 1.7072
H -2.1654 -2.5672 0.4584
H -1.1716 -2.8880 1.8334
H 0.5421 -1.6298 -0.2567
H 0.7426 -3.0588 0.7310
C 5.2688 -0.3097 -0.0538
C 3.9086 -0.1152 -0.6744
O 3.3050 0.9471 -0.6101
N 3.3519 -1.1735 -1.3204
C 3.8799 -2.5161 -1.5094
H 5.5757 0.6170 0.4221
H 5.2326 -1.0947 0.7027
H 6.0018 -0.5674 -0.8189
H 2.4458 -0.9666 -1.7114
H 3.9517 -2.7168 -2.5790
H 3.1738 -3.2135 -1.0618
H 4.8564 -2.6441 -1.0547
*
```

Results
E_LUMO   -4.177 eV
E_HOMO   -11.75 eV
Total energy   -2200.82771 Eh
ΔE to the lowest compared entry with this formula, charge and spin   8.1 kcal/mol

Atomic partial charges in e from the natural (NBO) method, atoms 1 to 4:
1. C -1.036
2. B 1.040
3. O -0.903
4. C -0.374

---

Molecular formula: C5H9NO2
Method: DFT, the ωB97M-V functional and the def2-TZVPD basis

```
! RIJCOSX wB97M-V def2-TZVPD def2/J DEFGRID3
* xyz 0 1
C 0.3435 -1.5104 -0.9670
C -0.1878 -0.3416 -0.2482
C 0.7587 -0.0329 1.1402
C -1.2776 1.5889 -0.4391
C -0.0833 1.1411 -1.0089
H -0.1320 -1.6149 -2.0468
H 0.4211 -2.4485 -0.5385
H 1.4886 -1.4557 -0.9843
H 1.8053 0.0756 0.8242
H 0.3530 1.0124 1.5856
H 1.5395 -1.1878 2.3684
H -1.6609 0.1036 1.1218
H -1.7404 1.8737 -1.4106
H -1.3883 2.3855 0.3896
N -1.6022 0.1283 0.0378
O 0.6331 -1.2411 1.9189
O 0.7299 1.5239 -1.7430
*
```

Results
E_LUMO   0.519 eV
E_HOMO   -9.04 eV
Total energy   -401.01202 Eh
ΔE to the lowest compared entry with this formula, charge and spin   103.4 kcal/mol

Atomic partial charges in e from the natural (NBO) method, atoms 1 to 4:
1. C -0.648
2. C 0.005
3. C -0.090
4. C -0.379

---

Molecular formula: C26H30MnN7OS
Method: DFT, the ωB97M-V functional and the def2-TZVPD basis

```
! RIJCOSX wB97M-V def2-TZVPD def2/J DEFGRID3
* xyz -1 2
Mn -0.0658 0.1109 -0.1074
C 3.4926 -1.9516 1.4630
C 2.1313 -1.5893 0.9506
N 1.6029 -0.4429 1.1379
N 2.2809 0.4294 1.9759
C 1.7291 1.5942 2.0809
N 2.3396 2.4444 2.9929
S 0.3442 2.2205 1.2671
C 1.3110 -2.5827 0.1152
C 2.2191 -3.6033 -0.5435
C 2.1897 -3.8371 -1.8655
C 1.3018 -3.1235 -2.7276
C 0.5707 -2.1122 -2.1493
N 0.5605 -1.7685 -0.8642
H 3.8855 -1.1438 2.0689
H 4.1467 -2.1210 0.6049
H 3.4702 -2.8700 2.0432
H 3.2854 2.1921 3.2307
H 2.1672 3.4221 2.8356
H 2.9166 -4.1382 0.0910
H 2.8645 -4.5782 -2.2864
H 1.2499 -3.3040 -3.7914
H -0.0771 -1.5220 -2.7893
C -3.8333 -0.8281 -1.8111
C -2.6790 -0.5289 -0.9099
N -1.5728 0.0204 -1.3125
N -1.3918 0.3460 -2.6164
C -0.1519 0.8185 -2.7451
O 0.6478 0.9804 -1.7913
C 0.3138 1.1531 -4.1235
C 1.5588 1.7455 -4.2880
C 2.0351 2.0336 -5.5592
C 1.2755 1.7170 -6.6765
C 0.0379 1.1062 -6.5171
C -0.4426 0.8263 -5.2458
C -2.6617 -0.8370 0.4989
C -3.6981 -1.4847 1.1797
C -3.6037 -1.6741 2.5411
C -2.4777 -1.2087 3.2148
C -1.4799 -0.6105 2.4755
N -1.5483 -0.4514 1.1529
H -3.6603 -0.3508 -2.7713
H -4.7704 -0.4589 -1.3871
H -3.9386 -1.9052 -1.9739
H 2.1404 1.9665 -3.4024
H 3.0060 2.4977 -5.6826
H 1.6469 1.9397 -7.6695
H -0.5491 0.8357 -7.3866
H -1.4012 0.3474 -5.0980
H -4.5563 -1.8342 0.6202
H -4.3979 -2.1751 3.0814
H -2.3735 -1.3158 4.2858
H -0.5736 -0.2422 2.9411
C 1.5334 -4.5744 2.7994
C 0.3599 -4.5446 1.8184
C 0.3753 -5.7822 0.9182
C 0.2001 -3.2216 1.0454
H 1.3774 -5.3452 3.5598
H 1.6496 -3.6158 3.3103
H 2.4670 -4.8072 2.2836
H -0.5544 -4.6110 2.4197
H 1.2560 -5.7961 0.2783
H -0.5044 -5.7958 0.2692
H 0.3681 -6.6955 1.5228
H -0.6670 -3.3415 0.3895
H -0.0650 -2.4523 1.7711
*
```

Results
E_LUMO (alpha / beta)   2.653 / 2.756 eV
E_HOMO (alpha / beta)   -3.08 / -3.02 eV
Total energy   -3016.54333 Eh
ΔE to the lowest compared entry with this formula, charge and spin   0.0 kcal/mol

Atomic partial charges in e from the natural (NBO) method, atoms 1 to 4:
1. Mn 0.946
2. C -0.702
3. C 0.356
4. N -0.337

---

The records above yield strongest force on any atom values of 3.66; 1.54; 6.36; 1.34 eV/Å, respectively.